Record 1
This record from OMol25 describes a cluster of 7 separate species, C37H59BBrF9N9O3S in total. The level of theory is ωB97M-V/def2-TZVPD.

```
120
Properties=species:S:1:pos:R:3:mulliken_charge:R:1
C -2.4788 2.0213 4.4350 -0.647
O -1.5891 0.8910 4.2569 -0.505
B -0.7856 1.0146 3.0636 0.542
O 0.3262 1.9533 3.1059 -0.679
C -1.1449 0.1640 1.6942 -0.005
C -0.9319 1.0288 0.3618 0.520
C -2.3013 1.2601 -0.4882 -1.100
C -3.3184 2.0642 0.4477 -0.277
C -4.0572 3.3030 -0.2252 0.685
F -3.6809 3.5964 -1.5545 -0.278
F -5.4568 2.9608 -0.2771 -0.346
C -3.9893 4.6479 0.6695 0.371
F -5.1718 5.3868 0.3287 -0.301
F -4.0867 4.4011 2.0607 -0.226
C -2.7587 5.6157 0.3289 0.754
F -2.9404 6.3294 -0.8936 -0.277
F -2.7658 6.6330 1.3412 -0.308
C -1.3092 4.9420 0.4073 0.594
F -0.3714 6.0178 0.3723 -0.203
F -1.1405 4.3369 1.6707 -0.237
F -0.9808 4.1158 -0.6803 -0.208
N 0.1331 0.4605 -0.5430 -0.213
C 1.3736 0.3005 0.2359 0.122
N 2.4822 0.8805 -0.2372 -0.140
S 2.3537 1.7508 -1.7714 -0.075
N 1.3304 -0.4649 1.4903 -0.290
C -0.0518 -1.0495 1.6595 -0.322
C -0.1260 -2.0015 2.9552 -0.019
C -0.0917 -3.5195 2.3844 0.069
O 0.9233 -4.1961 2.6236 -0.471
Br -1.6508 -4.2044 1.3336 -0.135
H -2.7800 2.0918 5.5415 0.275
H -2.0237 3.0360 4.1616 0.255
H -3.4712 1.9262 3.8554 0.211
H 0.0259 2.7639 3.5763 0.341
H -2.2055 -0.2456 1.7742 0.395
H -0.5245 2.0540 0.7050 -0.011
H -2.6547 0.1954 -0.7646 0.472
H -1.9775 1.7914 -1.4397 0.401
H -4.1048 1.3086 0.8253 0.573
H -2.7516 2.4100 1.3732 -0.319
H -0.1654 -0.4168 -0.9849 0.309
H 3.3642 0.8171 0.2919 0.285
H 1.4053 2.7568 -1.6201 0.191
H 2.0353 -1.2269 1.4000 0.433
H -0.3639 -1.7007 0.7635 0.162
H 0.7891 -1.7905 3.6160 0.315
H -1.1129 -1.9227 3.5309 0.233
C 3.6602 -7.6898 -1.0980 -1.082
C 3.4322 -7.2895 0.3554 -0.728
C 2.5098 -6.0768 0.5028 -0.140
C 3.1099 -4.8858 -0.1876 0.326
N 3.5826 -3.9491 -0.7286 -0.577
H 4.1577 -6.8965 -1.6624 0.426
H 4.2987 -8.5746 -1.1516 0.360
H 2.7131 -7.9229 -1.5932 0.209
H 4.4001 -7.0774 0.8208 0.335
H 2.9956 -8.1363 0.8924 0.365
H 2.3671 -5.8393 1.5591 0.213
H 1.5291 -6.2856 0.0668 0.304
C 0.3839 -11.3357 -4.7963 -1.396
C 1.5445 -10.3457 -4.7892 -0.080
C 2.6822 -10.7692 -3.8587 -0.277
C 2.1802 -10.8660 -2.4476 0.165
N 1.7859 -10.9404 -1.3387 -0.507
H -0.0819 -11.4177 -3.8109 0.366
H -0.3903 -11.0082 -5.4944 0.381
H 0.7192 -12.3312 -5.1025 0.316
H 1.1696 -9.3615 -4.4918 0.285
H 1.9341 -10.2471 -5.8065 0.151
H 3.4924 -10.0369 -3.8992 0.211
H 3.0859 -11.7391 -4.1619 0.384
C -0.1910 8.9032 -0.5768 -0.828
C -0.6474 8.9680 -2.0305 -0.221
C 0.4832 9.3387 -2.9928 -0.514
C 1.0284 10.6925 -2.6419 0.211
N 1.4552 11.7559 -2.3665 -0.433
H 0.1659 9.8738 -0.2226 0.460
H -1.0220 8.6080 0.0689 -0.013
H 0.6141 8.1734 -0.4507 0.278
H -1.4598 9.6966 -2.1151 0.291
H -1.0569 7.9951 -2.3186 0.147
H 0.1112 9.3593 -4.0201 0.340
H 1.2903 8.6030 -2.9393 0.290
C 0.8821 -2.7051 6.9411 -1.178
C 0.6315 -1.2578 7.3443 -0.011
C -0.6354 -1.0852 8.1814 -0.400
C -1.8289 -1.5405 7.3911 0.270
N -2.7648 -1.8973 6.7690 -0.514
H 0.0763 -3.0896 6.3100 0.275
H 1.8097 -2.7833 6.3683 0.319
H 0.9704 -3.3512 7.8192 0.387
H 0.5631 -0.6447 6.4393 -0.111
H 1.4899 -0.8930 7.9155 0.363
H -0.7649 -0.0349 8.4539 0.304
H -0.5726 -1.6690 9.1035 0.340
C 2.1271 -8.1401 -8.5581 -1.041
C 3.2884 -7.1515 -8.5501 -0.431
C 4.4245 -7.5750 -7.6158 -0.405
C 3.9183 -7.6691 -6.2058 0.263
N 3.5193 -7.7439 -5.0989 -0.465
H 1.6591 -8.2201 -7.5734 0.246
H 1.3549 -7.8130 -9.2582 0.345
H 2.4623 -9.1364 -8.8622 0.304
H 2.9136 -6.1663 -8.2548 0.297
H 3.6803 -7.0549 -9.5666 0.316
H 5.2360 -6.8442 -7.6550 0.310
H 4.8277 -8.5456 -7.9167 0.277
C -4.1869 10.9738 1.3395 -0.935
C -3.0378 11.9767 1.3484 -0.491
C -1.9088 11.5798 2.3022 0.036
C -2.4330 11.4983 3.7066 0.089
N -2.8459 11.4336 4.8087 -0.432
H -4.6661 10.9014 2.3191 0.383
H -4.9542 11.2820 0.6254 0.333
H -3.8357 9.9773 1.0532 0.078
H -3.4282 12.9608 1.6255 0.314
H -2.6344 12.0643 0.3352 0.324
H -1.1061 12.3204 2.2622 0.312
H -1.4905 10.6099 2.0190 -0.009
```

The value obtained for the lowest unoccupied orbital energy is -4.12 eV. As for the total charge: +1. The value obtained for the total energy is -6059.272062 hartree. The frontier orbital gap is 8.426 eV.


Record 2
This record from OMol25 describes the molecule C3H7NO2. The level of theory is ωB97M-V/def2-TZVPD.

```
13
Properties=species:S:1:pos:R:3:nbo_charge:R:1
C 1.7783 0.8522 -0.0863 -0.239
O 0.6963 0.4297 0.7083 -0.555
C 0.2559 -0.8820 0.4555 -0.272
C -1.0851 -1.1300 0.4528 0.555
N -1.6966 0.2383 -0.3402 -0.853
O -1.9070 -2.0050 0.5804 -0.617
H 1.4650 1.0090 -1.1289 0.153
H 2.6015 0.1250 -0.0791 0.174
H 2.1454 1.7982 0.3272 0.188
H 0.9327 -1.6933 0.6714 0.193
H -0.9277 0.0897 -0.9955 0.436
H -2.6216 0.0443 -0.7164 0.417
H -1.6370 1.1240 0.1508 0.422
```

The value obtained for the lowest unoccupied orbital energy is 0.51 eV. As for the SMILES: CO/C=C(\[NH3+])[O-]. The value obtained for the total energy is -323.649179 hartree. The value obtained for the energy above the lowest of the compared OMol25 structures with the same formula, charge and spin is 3.586 eV. The frontier orbital gap is 7.890 eV.


Record 3
This record from OMol25 describes a cluster of 2 separate species, C16H17N in total. The level of theory is ωB97M-V/def2-TZVPD.

```
34
Properties=species:S:1:pos:R:3:nbo_charge:R:1
C -0.2415 0.8360 -2.0690 -0.638
C -0.6886 1.9277 -1.0925 -0.084
C -1.9077 2.6308 -1.1810 -0.041
N -1.9272 3.5149 -0.2413 -0.501
C -0.8684 3.3505 0.5981 0.123
C -0.4074 3.9284 1.8001 -0.218
C 0.6465 3.3299 2.5112 -0.239
C 1.5750 2.4677 1.9220 -0.233
C 1.2824 1.9957 0.5981 -0.219
C 0.0232 2.3525 0.0287 -0.096
H -1.1912 0.3057 -2.2646 0.220
H 0.6298 0.3556 -1.6403 0.228
H 0.1693 1.2558 -3.0698 0.208
H -2.6211 2.4007 -1.9816 0.220
H -2.7042 4.0940 0.0440 0.412
H -0.9599 4.8179 2.2492 0.206
H 0.7555 3.6705 3.5402 0.210
H 2.4023 2.2562 2.6209 0.224
H 1.9930 1.3585 0.1169 0.217
C -1.6663 -4.1901 -0.6918 -0.646
C -0.4093 -3.3953 -0.3119 -0.011
C -0.3461 -2.0116 0.0527 -0.208
C 0.8955 -1.4936 0.4871 -0.216
C 2.1264 -2.1537 0.3838 -0.220
C 2.1324 -3.4775 -0.0613 -0.210
C 0.8742 -4.0509 -0.3797 -0.217
H -2.0814 -4.9040 0.0684 0.229
H -1.6398 -4.7865 -1.6147 0.224
H -2.3758 -3.3671 -0.9745 0.213
H -1.3166 -1.5531 -0.0068 0.214
H 0.8565 -0.5615 0.9522 0.220
H 3.0333 -1.6919 0.4963 0.207
H 3.1071 -4.0940 -0.2011 0.220
H 0.8503 -5.1182 -0.6879 0.200
```

The value obtained for the lowest unoccupied orbital energy is 0.81 eV. As for the SMILES: Cc1c[nH]c2ccccc12.Cc1ccccc1. The value obtained for the total energy is -674.569248 hartree. The value obtained for the energy above the lowest of the compared OMol25 structures with the same formula, charge and spin is 2.378 eV. The frontier orbital gap is 8.204 eV.


Record 4
This record from OMol25 describes a cluster of 2 separate species, C3H4IN2P in total. The level of theory is ωB97M-V/def2-TZVPD.

```
11
Properties=species:S:1:pos:R:3:nbo_charge:R:1
C 0.8862 -0.7793 -0.4460 -0.325
C -0.1364 -1.7255 -0.3687 -0.029
C 0.2329 0.4258 -0.5078 -0.036
N -1.3330 -1.2133 -0.3759 -0.276
N -1.1042 0.1071 -0.3675 -0.495
P -2.4138 1.2451 -0.4934 0.567
I -4.2257 -0.1437 -0.0245 0.001
H 1.8479 -1.0801 -0.1951 0.231
H 0.1243 -2.7154 -0.0546 0.207
H 0.3431 1.4353 -0.7561 0.224
H -2.3500 2.7459 1.4654 -0.068
```

The value obtained for the lowest unoccupied orbital energy (spin up / spin down) is -0.73 / -1.26 eV. The value obtained for the total energy is -865.133344 hartree. The value obtained for the energy above the lowest of the compared OMol25 structures with the same formula, charge and spin is 2.936 eV. The frontier orbital gap (spin up / spin down) is 7.331 / 8.046 eV.


Record 5
This record from OMol25 describes the ion C4H8N3S with charge +1. The level of theory is ωB97M-V/def2-TZVPD.

```
16
Properties=species:S:1:pos:R:3:nbo_charge:R:1
C -1.2837 0.6105 2.4837 -0.744
S 0.4365 0.3701 1.8856 0.326
C 0.2916 -0.1502 0.2078 0.055
N -0.1570 -1.5543 -0.3944 -0.629
C 1.1361 -1.0547 -0.7091 0.073
N 1.1369 -0.3467 -1.9348 -0.511
C 0.3160 0.6987 -1.9556 0.375
N -0.2072 0.8085 -0.7816 -0.522
H -1.4708 -0.0685 3.3502 0.255
H -1.9506 0.3789 1.6911 0.231
H -1.4767 1.6661 2.8638 0.253
H -0.3497 -2.4777 -0.0167 0.432
H 2.2143 -1.4379 -0.6140 0.255
H 1.6448 -0.5994 -2.7108 0.430
H 0.4151 1.4395 -2.7763 0.268
H -0.6955 1.7172 -0.5890 0.454
```

The value obtained for the lowest unoccupied orbital energy is -3.69 eV. As for the total charge: +1. As for the SMILES: CS[C@]12N[C@H]1NC=[NH+]2. The value obtained for the total energy is -719.348518 hartree. The value obtained for the energy above the lowest of the compared OMol25 structures with the same formula, charge and spin is 2.784 eV. The frontier orbital gap is 9.487 eV.